Entry 1:
113
Properties=species:S:1:pos:R:3:forces:R:3:mulliken_charge:R:1 method="wB97M-V/def2-TZVPD" charge=0 lumo_energy_ev=0.2 de_lowest_ev=0.000
Al -0.284603 0.007992 0.231085 0.527 -0.856 -0.179 -1.64
C -0.437917 -6.634619 4.625918 -0.041 -0.121 -0.006 -1.04
O -0.223682 -5.305134 4.192157 0.009 0.015 -0.022 -0.28
C 0.227060 -4.409579 5.114175 0.065 0.041 0.016 0.53
C 0.529051 -4.711030 6.429665 -0.023 -0.085 0.025 -0.46
C 0.967747 -3.709404 7.289101 0.016 0.052 0.004 -0.79
C 1.072350 -2.407132 6.840778 0.020 -0.060 0.075 -1.30
C 0.754115 -2.095406 5.524494 -0.089 0.002 -0.049 -0.07
C 0.355971 -3.091933 4.643886 0.128 0.075 0.056 0.05
N -0.015746 -2.881181 3.305461 -0.097 -0.066 0.069 0.03
C 0.310171 -1.866090 2.457918 0.023 -0.142 -0.044 -0.30
N 1.434951 -1.203054 2.749776 0.040 0.018 0.197 0.81
C 1.968011 -0.010839 2.214678 -0.148 0.027 -0.284 -1.31
C 1.428207 0.664153 1.122859 -0.173 -0.041 -0.117 0.90
C 2.094751 1.846241 0.763270 -0.048 -0.050 -0.057 0.34
C 3.234682 2.294122 1.400276 -0.027 0.045 -0.047 -1.17
C 3.768078 1.577872 2.464923 0.076 -0.041 0.061 -0.65
C 3.126222 0.427554 2.877059 0.043 0.106 0.003 1.55
O 3.533936 -0.359260 3.921386 -0.021 -0.011 -0.012 -0.39
C 4.691943 0.039580 4.627017 0.094 0.009 0.111 -1.10
N -0.436430 -1.609183 1.405241 -0.140 0.109 0.010 1.23
C -1.574713 -2.463817 1.237916 -0.025 -0.095 -0.064 -0.78
C -2.852122 -2.055097 1.583308 0.119 0.021 -0.071 -0.22
C -3.949438 -2.872217 1.353326 -0.115 0.008 0.006 -0.91
C -3.769058 -4.114844 0.775407 0.012 0.036 0.011 -1.16
C -2.493803 -4.553207 0.443046 0.007 -0.141 -0.058 -0.44
C -1.397344 -3.738098 0.679329 0.014 0.150 -0.118 0.21
O -0.108115 -4.081662 0.384856 -0.075 -0.029 -0.045 0.66
C 0.111765 -5.373758 -0.149149 0.016 -0.021 0.013 -1.39
H -0.802693 -7.179524 3.759386 0.000 0.007 0.007 0.22
H -1.187380 -6.678937 5.419949 0.012 0.028 -0.005 0.42
H 0.490260 -7.093368 4.975643 0.000 0.026 -0.010 0.38
H 0.421091 -5.720505 6.800756 0.023 0.015 -0.033 0.42
H 1.212944 -3.959670 8.312419 -0.018 0.016 0.004 0.40
H 1.379584 -1.620448 7.516360 0.008 0.010 -0.022 0.44
H 0.782551 -1.064522 5.200842 0.008 0.007 -0.010 0.45
H -0.668115 -3.562566 2.948526 -0.034 0.047 -0.024 0.33
H 1.955051 -1.547870 3.543144 0.003 -0.067 -0.038 0.48
H 1.704766 2.428690 -0.061331 0.082 0.035 0.058 -0.69
H 3.728341 3.202051 1.076372 -0.048 0.015 -0.004 0.48
H 4.662511 1.929407 2.958828 -0.015 -0.026 0.019 0.47
H 4.843668 -0.703252 5.405648 -0.003 -0.006 -0.012 0.28
H 4.558967 1.021133 5.088659 -0.030 -0.002 -0.030 0.40
H 5.567692 0.063499 3.973789 -0.024 -0.010 -0.015 0.38
H -2.991601 -1.074654 2.013236 -0.016 0.084 0.011 0.22
H -4.939773 -2.527830 1.619741 0.016 0.009 -0.019 0.45
H -4.616956 -4.755384 0.571569 -0.007 0.011 0.019 0.41
H -2.371397 -5.524728 -0.014823 0.015 0.014 0.023 0.50
H 1.187192 -5.469436 -0.282339 -0.007 0.009 -0.006 0.24
H -0.383673 -5.494508 -1.116518 -0.010 -0.012 0.017 0.42
H -0.233667 -6.149980 0.538894 -0.009 0.003 -0.021 0.39
C 1.637356 -2.694055 -2.584567 -0.206 0.144 0.173 -1.43
P 1.689228 -1.512104 -1.159277 0.667 -0.272 -0.346 2.19
C 2.703499 -2.554470 -0.028173 -0.181 0.112 -0.006 -0.99
C 3.025968 -0.408013 -1.783216 -0.255 -0.012 0.066 -1.12
H 2.643947 -3.043829 -2.815665 0.020 -0.002 -0.007 0.52
H 1.217890 -2.206025 -3.464157 0.008 -0.067 -0.010 0.33
H 1.012952 -3.552315 -2.330778 -0.010 0.007 -0.027 0.21
H 3.564945 -2.955388 -0.564069 0.018 0.003 -0.020 0.68
H 2.093545 -3.371679 0.354956 0.051 0.060 0.040 -0.25
H 3.055223 -1.954598 0.808276 0.034 0.014 0.046 0.18
H 3.827095 -0.989676 -2.240665 0.018 -0.013 0.006 0.55
H 3.421450 0.171097 -0.950489 0.023 0.068 0.006 0.26
H 2.615061 0.285421 -2.518397 0.061 -0.039 -0.002 0.15
N -5.901430 -1.883415 -4.303816 0.055 0.014 0.057 -0.57
C -5.030349 -1.570979 -3.620348 -0.273 -0.069 -0.241 -0.32
C -3.938599 -1.190574 -2.780113 0.325 0.074 0.206 0.12
C -2.761442 -1.938069 -2.784843 -0.115 0.027 -0.073 -1.25
C -1.714602 -1.569992 -1.959231 0.136 0.037 0.185 -0.25
C -1.769732 -0.470534 -1.093558 -0.036 0.053 0.276 2.79
C -2.973218 0.254180 -1.122113 0.244 0.038 0.208 -0.18
C -4.036404 -0.083704 -1.940079 -0.111 -0.010 -0.084 -0.83
H -2.684556 -2.800936 -3.435029 0.023 -0.010 0.020 0.54
H -0.821521 -2.178828 -1.967624 0.031 -0.114 -0.055 -0.38
H -3.101362 1.102657 -0.462659 -0.079 -0.005 -0.062 -0.46
H -4.947141 0.502000 -1.929185 0.002 -0.011 0.021 0.54
C 1.092647 4.023891 -3.912646 -0.014 -0.084 0.071 -1.49
C 1.524005 3.013051 -2.857645 -0.093 -0.197 0.162 -0.56
As 0.053099 1.956450 -2.006527 -0.067 0.457 -0.760 1.09
C -1.113061 3.461328 -1.531996 -0.025 0.209 0.166 -0.47
C -0.383927 4.541309 -0.734701 -0.087 -0.085 -0.052 -1.37
C -0.885448 1.420755 -3.660345 0.088 -0.188 0.028 -1.05
C -0.131860 0.351845 -4.444966 0.045 0.132 0.149 -0.95
H 1.948992 4.616992 -4.238387 -0.008 0.017 -0.020 0.43
H 0.341071 4.711178 -3.522399 0.002 0.010 -0.075 0.29
H 0.680552 3.529220 -4.792041 -0.010 0.041 -0.015 0.31
H 2.049268 3.516008 -2.043250 0.024 -0.055 0.005 0.54
H 2.230895 2.299600 -3.286388 -0.008 -0.003 0.045 0.57
H -1.939775 3.056421 -0.945975 -0.007 0.008 -0.018 -0.01
H -1.542473 3.884227 -2.441937 0.010 -0.092 -0.054 0.67
H -0.011288 4.144440 0.206717 0.064 0.004 0.112 0.19
H -1.060134 5.362347 -0.493949 -0.008 0.004 0.019 0.46
H 0.454840 4.952335 -1.299917 -0.031 0.035 0.078 0.41
H -1.046299 2.305402 -4.276876 -0.002 0.068 0.095 0.74
H -1.864391 1.048432 -3.360911 -0.005 0.020 0.021 0.45
H 0.845530 0.717157 -4.771212 0.007 -0.043 -0.034 0.28
H -0.691995 0.045453 -5.329284 0.012 -0.018 -0.017 0.48
H 0.022321 -0.530282 -3.822085 -0.007 -0.001 -0.052 -0.19
F -1.171803 1.957024 4.550175 -0.169 -0.085 -0.009 -0.28
C -1.903649 1.130244 3.814923 0.347 -0.106 -0.075 0.59
F -1.178166 0.008641 3.637218 -0.111 0.117 0.047 0.02
F -3.009231 0.785781 4.442399 -0.036 0.154 -0.017 -0.24
S -2.260810 1.889050 2.117914 0.279 -0.353 0.053 1.57
O -1.283324 1.182545 1.270553 -0.525 0.868 0.404 -0.56
O -3.625316 1.596044 1.824695 -0.166 -0.222 0.049 -0.75
N -1.845995 3.385538 2.183425 0.025 -0.055 -0.031 -0.32
S -2.876365 4.289604 3.036065 -0.472 0.088 0.047 1.02
O -3.470513 3.520796 4.088630 -0.094 0.045 0.161 -0.61
O -2.326201 5.569662 3.317407 0.359 0.022 -0.237 -0.73
C -4.283578 4.621883 1.823145 0.066 0.200 -0.065 0.68
F -5.397422 4.026879 2.226224 0.078 -0.020 -0.067 -0.23
F -4.503874 5.936496 1.762180 0.006 -0.111 0.029 -0.25
F -3.979468 4.200017 0.590173 -0.051 0.027 0.090 -0.17

=====

Entry 2:
104
Properties=species:S:1:pos:R:3:forces:R:3:mulliken_charge:R:1 method="wB97M-V/def2-TZVPD" multiplicity=3 charge=+1 lumo_energy_ev="-3.2 / -3.6"
Pd 0.508685 -0.813369 0.018136 1.047 1.087 1.473 -0.32
C 1.715530 4.918743 -2.220423 0.681 -1.062 -0.850 -1.46
C 1.275134 4.570307 -0.824005 -0.336 -0.225 1.438 1.37
C 0.547766 5.879720 -0.411347 -0.833 -0.078 -0.192 -1.77
C 2.456770 4.389304 0.154787 0.463 -0.400 0.235 -1.19
N 0.310500 3.284959 -0.792099 0.482 2.170 0.867 1.35
C -0.917359 2.050032 -2.440788 -2.045 -0.852 0.228 -2.02
C -2.716573 1.395058 -0.601985 -0.020 -1.052 0.917 0.54
N -1.792246 0.977523 0.476288 0.890 0.184 1.067 1.37
B -2.333888 -0.267387 1.512233 0.134 -0.707 -1.079 0.20
N -2.647981 -1.553559 0.623572 -0.153 -1.677 -0.992 0.78
C -3.894302 -1.682000 -0.044820 -0.212 0.713 0.376 -0.83
C -3.992785 -2.895909 -0.628850 0.181 -0.237 -0.008 -0.70
N -2.822436 -3.606660 -0.356144 -0.318 1.035 -0.217 0.63
C -1.983295 -2.777139 0.359349 -0.899 0.021 0.145 -0.21
S -0.452972 -3.251084 0.839229 -0.021 -0.211 0.022 -0.15
C -2.576900 -5.041783 -0.782566 0.346 -0.649 -0.438 0.95
C -3.704312 -5.620222 -1.669801 -0.514 0.789 0.344 -2.04
C -1.329984 -5.187208 -1.663338 0.435 0.355 -1.022 -1.21
C -2.477078 -5.922723 0.451659 -0.299 -0.049 1.197 -1.50
N -1.616134 -0.520787 2.885334 0.749 0.135 1.366 0.28
C -2.337832 -0.203546 4.058141 -0.831 0.378 -0.718 -1.43
C -1.585030 -0.403062 5.139295 0.307 -0.364 1.009 -0.24
N -0.346310 -0.882706 4.729638 -0.547 0.305 -0.776 0.75
C -0.390133 -0.931083 3.350064 0.212 0.487 -0.024 0.12
S 0.967786 -1.216268 2.386684 0.810 -0.701 0.007 -0.08
C 0.688728 -1.307284 5.724657 0.759 -1.049 0.727 1.04
C 2.014399 -1.715385 5.085202 0.920 0.350 0.047 -1.98
C 0.171157 -2.536392 6.528150 -0.215 -0.762 -0.655 -1.38
C 1.054846 -0.247416 6.779309 -1.111 0.821 -0.220 -1.50
C -0.744366 1.733688 0.824627 1.094 -0.437 -1.180 0.32
S 0.834507 1.117270 1.246974 -1.857 0.082 -0.448 -0.13
H 2.325739 5.840387 -2.186690 -0.328 -0.521 -0.056 0.59
H 0.833139 5.089465 -2.860221 0.442 -0.131 0.107 0.36
H 2.354677 4.110604 -2.631520 -0.416 0.462 -0.075 0.06
H 1.202885 6.756990 -0.622058 -0.349 -0.771 0.047 0.51
H 0.285526 5.971365 0.660308 -0.062 -0.263 -0.627 0.25
H -0.344199 5.932156 -1.086196 0.478 0.374 0.900 0.42
H 3.230198 5.166409 -0.046397 -0.542 -0.489 0.169 0.45
H 2.933820 3.395455 0.056460 -0.142 0.468 -0.136 0.08
H 2.166645 4.479953 1.233206 0.054 0.049 -0.905 0.32
H -0.855875 2.099107 -3.527337 -0.025 0.165 0.109 0.42
H -3.567173 0.686437 -0.736087 1.057 0.368 0.648 -0.14
H -3.381712 0.162143 1.875594 -0.284 0.129 -0.339 -0.18
H -4.631793 -0.858747 -0.019033 0.566 -0.886 0.049 0.65
H -4.773887 -3.344136 -1.236771 0.171 0.357 0.338 0.52
H -3.858014 -4.986038 -2.570149 -0.035 -0.503 0.505 0.45
H -4.630107 -5.702202 -1.075647 0.121 0.044 -0.435 0.47
H -3.418047 -6.639855 -1.983990 -0.063 0.607 0.158 0.44
H -1.530998 -4.690515 -2.647623 0.240 -0.252 0.753 0.30
H -1.134025 -6.260342 -1.905528 -0.243 0.765 0.447 0.53
H -0.434256 -4.735737 -1.224581 -0.270 -0.224 -0.122 0.14
H -3.413311 -5.869345 1.072844 0.741 0.025 -0.611 0.35
H -1.631081 -5.618357 1.107767 -0.523 -0.379 -0.548 0.26
H -2.369016 -6.969840 0.121427 0.134 0.420 0.245 0.46
H -3.357494 0.157375 3.992494 0.321 -0.111 0.029 0.54
H -1.793510 -0.286847 6.208523 -0.071 -0.033 -0.764 0.52
H 1.946605 -2.596773 4.427368 0.011 0.425 0.254 0.46
H 2.688133 -1.965835 5.943395 -0.475 0.074 -0.813 0.53
H 2.477983 -0.849504 4.543043 -0.365 -0.911 0.446 0.36
H -0.037183 -3.381226 5.816448 0.111 0.692 0.703 0.34
H -0.738393 -2.333841 7.115243 0.221 0.065 -0.334 0.36
H 0.938449 -2.883129 7.253953 -0.366 0.323 -0.581 0.40
H 1.401125 0.702606 6.319127 -0.029 -0.609 0.291 0.34
H 1.838372 -0.693528 7.420272 -0.515 0.475 -0.279 0.46
H 0.147441 -0.015021 7.386743 0.806 -0.066 -0.180 0.36
O -1.406684 -1.552020 -2.595849 0.609 2.580 0.658 -0.52
N -0.158909 -1.951132 -2.100494 -0.076 -2.910 -0.155 0.58
C 0.800848 -2.145599 -2.975572 0.614 -0.221 -0.176 -1.04
C 1.391158 -1.144731 -3.852364 -1.580 0.941 -2.303 -0.14
C 1.507674 -1.444880 -5.243482 0.056 -0.024 -0.314 -0.67
C 1.530842 -0.458010 -6.247162 1.053 -0.222 0.583 -0.69
C 1.611487 0.878676 -5.869147 -0.732 -0.165 1.289 -0.85
C 1.533083 1.208627 -4.499710 0.309 -0.505 -0.405 -0.50
C 1.454860 0.224190 -3.493225 -0.548 0.461 -0.474 1.22
P 1.439614 0.787818 -1.743621 -0.990 -0.608 0.037 0.49
C 3.233993 0.987222 -1.474166 0.920 0.433 -0.012 0.75
C 3.906788 0.225455 -0.510926 -0.434 0.048 -0.009 -0.30
C 5.295473 0.305777 -0.401152 0.620 -1.008 1.152 -0.54
C 6.068593 1.151676 -1.187193 -0.422 -0.147 0.460 -0.67
C 5.400548 1.929305 -2.103132 0.080 0.876 -1.128 -0.76
C 4.034778 1.811262 -2.291642 -0.805 -0.179 0.405 -0.18
C 0.310639 2.236748 -1.695218 1.158 0.305 0.217 0.53
C -0.509619 3.199747 0.523348 0.234 0.104 -1.177 -1.34
C -1.665094 4.140291 0.590749 0.038 -0.772 -0.544 -1.76
C -2.770442 3.968534 -0.160559 -0.230 0.359 0.138 -0.87
C -3.205376 2.757236 -0.733915 -1.367 0.925 -1.087 -0.39
C -2.217120 1.765336 -1.954654 1.471 -0.963 -1.388 -0.49
H -1.766937 -1.071253 -1.810585 -0.138 -0.451 -0.763 0.08
H 1.187186 -3.186396 -3.069292 0.488 0.755 1.073 0.42
H 1.541986 -2.491976 -5.573785 -0.281 0.382 0.326 0.40
H 1.604376 -0.703944 -7.314276 -0.162 -0.157 0.597 0.39
H 1.638750 1.671739 -6.595924 0.033 0.096 -0.188 0.47
H 1.474015 2.261105 -4.220874 0.227 -0.208 0.012 0.29
H 3.313449 -0.436893 0.136405 0.465 0.229 -0.205 0.37
H 5.802741 -0.332584 0.359943 -0.502 0.564 -0.688 0.36
H 7.146376 1.239082 -1.080221 -0.221 -0.164 0.105 0.41
H 5.944851 2.658530 -2.722069 -0.221 -0.486 0.257 0.41
H 3.544253 2.363596 -3.075294 0.099 0.231 -0.157 0.26
H 0.260241 3.515128 1.222588 -0.124 -0.035 0.505 1.02
H -1.521571 4.989143 1.210616 -0.032 0.810 0.058 0.83
H -3.422023 4.817454 -0.375412 -0.002 -0.184 0.499 0.39
H -4.155605 2.787979 -1.282484 0.351 0.195 0.508 0.48
H -2.933777 1.434498 -2.721800 0.370 0.579 0.259 0.59